19
Properties=species:S:1:pos:R:3:forces:R:3 method="wB97M-V/def2-TZVPD" e_tot_ev=-23225.2237 charge=+1 multiplicity=3 lumo_energy_ev="-3.51 / -6.74" s2=2.01 e_above_lowest_ev=2.166 e_homo_ev="-11.42 / -14.13"
C -2.64381 0.96234 -0.26606 4.31 0.17 0.10
C -1.36834 -0.03177 -0.16822 -4.46 2.49 -0.52
C 0.31153 1.83644 0.28951 0.64 -0.13 0.34
C 0.65060 0.51576 0.92723 0.30 1.34 1.23
C -0.02556 -2.38625 -0.24090 -0.65 -0.04 -1.37
N -3.86363 0.44883 -0.10534 -0.08 -1.10 0.31
N -0.09305 0.49584 -0.30223 1.52 1.10 -3.66
O -3.93586 -0.73811 0.02042 -0.68 -3.62 0.04
O -4.79124 1.16740 0.02020 -2.72 2.90 0.00
S -1.73721 -1.65779 -0.06102 1.86 -1.73 0.17
H -2.72352 2.01598 -0.04214 0.94 0.26 -0.32
H -0.50591 2.46220 0.60685 -0.16 -0.28 0.40
H 1.11085 2.43561 -0.20410 -0.72 -1.07 -0.08
H 1.67606 0.15323 0.94769 -0.31 0.02 0.07
H -0.10651 0.26488 1.67911 1.11 -0.30 0.23
H -0.18028 -3.23062 -0.92483 -0.15 -0.26 0.71
H 0.54871 -2.66027 0.63069 -0.41 -0.11 0.52
H 0.60954 -1.79241 -0.87460 0.23 0.68 -0.09
H 0.38609 0.40666 -1.26649 -0.56 -0.32 1.91